Formula: C7H10S2
Source: OMol25
Level of theory: ωB97M-V/def2-TZVPD

Each line ends with the natural charge from an NBO analysis.
CARTESIAN COORDINATES (ANGSTROEM)
C (-1.70685, -0.55296, 0.87490)  -0.2774
C (-0.33092, -0.42628, 1.14923)  -0.2308
C (-2.09802, 0.03706, -0.22435)  -0.1481
C (0.39438, 0.32963, 0.20447)  -0.5093
C (2.76905, 0.66168, -1.54288)  -0.9621
C (3.40361, -0.37473, 1.17064)  -0.8305
C (-3.45415, 0.05946, -0.85109)  -0.6360
S (-0.74147, 0.82026, -1.01037)  0.4280
S (2.24695, 0.41999, 0.02450)  1.1465
H (-2.49996, -1.01941, 1.52175)  0.2276
H (0.15666, -0.99577, 1.97195)  0.2346
H (2.96145, -0.24706, -2.00790)  0.2215
H (1.93792, 1.16537, -2.07207)  0.2097
H (3.21415, -1.37910, 0.97743)  0.1731
H (3.01238, -0.13447, 2.25458)  0.1987
H (-3.40305, -0.10050, -1.97639)  0.2274
H (-3.90400, -0.75241, -0.42941)  0.2224
H (-4.10350, 0.94969, -0.69542)  0.2307
H (2.14536, 1.53956, 0.66043)  0.0740

Its molar mass is 158.29 u. The orbital gap is 0.3092 Eh. The value obtained for the largest force on an atom is 3.974 eV Å⁻¹. For the energy above the lowest of the compared OMol25 structures with the same formula, charge and spin, the calculation gives 163.4 kcal/mol. The structure (SMILES) is C=[SH](=C)c1ccc(C)s1.